# 1
Here is C3H8N2OS in the gas phase from the Open Molecules 2025 dataset. Energies are from ωB97M-V/def2-TZVPD.

Last column: Löwdin charge in e.
Element x y z (Å)
H1 0.2434 -0.9300 1.4792  0.09
N1 0.9477 -0.6527 0.7960  0.03
H2 0.0145 2.7725 1.7858  0.11
C1 0.2732 0.1174 -0.2624  -0.39
C2 -0.7333 -0.6727 -1.1032  -0.53
H3 1.1880 1.5175 1.5854  0.09
H4 -1.1661 -0.0048 -1.8397  0.07
C3 -0.4258 1.3230 0.3639  -0.52
H5 -1.5523 -1.0606 -0.5032  0.08
S1 -0.0061 -2.0415 -2.0476  0.72
H6 1.0598 0.4470 -0.9461  0.14
H7 1.2525 -1.5403 0.3985  0.05
O1 -1.5418 1.6762 0.0408  0.06
H8 0.1141 -2.9112 -1.0361  -0.16
N2 0.3322 1.9601 1.2886  0.17

Atoms 1-3, force components in eV/Å:
0.0785 0.1229 0.0711
-0.4558 -0.3109 -0.0367
-0.2758 -0.0241 -0.1229

HOMO level (eV): -9.32
E (Eh): -702.0706
Energy above the lowest of the compared OMol25 structures with the same formula, charge and spin (kcal/mol): 4.31
Frontier orbital gap (eV): 10.04
Total charge: 0
Largest force on an atom (eV/A): 0.7
Lowest unoccupied orbital energy (eV): 0.7
SMILES: NC(=O)[C@@H](N)CS

=====

# 2
Here is C14H9Br4N4O2S4SbW as an isolated structure at a distorted geometry from the Open Molecules 2025 dataset. Energies are from ωB97M-V/def2-TZVPD.

Last column: Löwdin spin population.
Element x y z (Å)
Sb1 -0.6132 -1.8969 -4.8361  0.08
S1 -1.2901 -2.1861 -1.3114  -0.01
S2 -0.4169 0.8003 -4.2698  0.02
Br1 4.0661 -2.7829 4.7403  0.02
Br2 1.0569 -2.3123 6.2011  0.01
H1 0.0603 4.1579 -0.1262  0.00
O1 0.1595 0.3428 2.0403  0.10
C1 -0.0721 2.1336 -0.6934  0.11
C2 -2.8724 -1.3862 -1.5130  0.04
Br3 -1.6648 -1.5660 4.2477  0.02
H2 2.4755 3.9069 0.6629  0.00
C3 1.9356 3.0957 0.1543  0.08
C4 0.6228 3.2458 -0.2274  0.02
W1 -0.2270 -0.3536 -2.3472  1.08
C5 2.5742 -2.0178 3.7282  0.15
C6 -2.6235 2.7960 -0.5565  0.02
H3 -3.4981 2.6315 -1.2433  0.00
H4 -3.0330 2.5614 0.4375  0.01
S3 0.8297 -1.4560 -6.6561  0.04
H5 -3.9513 -3.1777 -1.4921  0.00
C7 1.2835 -1.8031 4.3992  0.10
H6 2.4886 -0.0679 -1.0197  0.00
C8 2.6599 -1.9632 2.3407  0.12
C9 1.3599 -1.8360 1.5658  0.10
N1 -1.7985 0.6234 -1.4098  0.07
C10 2.0325 0.8789 -0.8163  0.07
C11 2.6316 1.9156 -0.1739  0.03
H7 -4.9246 -1.7629 -1.4961  0.00
H8 3.6549 1.7957 0.1876  0.00
H9 -2.3185 3.8431 -0.6072  0.00
N2 -3.9919 -2.1399 -1.5499  0.03
Br4 4.4244 -2.1210 1.5436  0.01
C12 -1.5291 1.8518 -0.8951  0.13
N3 -2.9596 -0.0753 -1.6040  0.01
S4 1.1245 -2.0418 -2.9284  0.07
C13 0.4353 -0.8115 2.3711  0.06
O2 0.9846 -2.5121 0.5629  0.18
C14 0.1996 -1.3660 3.7090  0.13
N4 0.7246 1.0561 -1.1193  0.08

Atoms 1-3, force components in eV/Å:
1.8349 0.8059 -2.2296
-2.0052 0.0976 -0.1600
-0.5609 -1.0633 0.3286

HOMO level (alpha / beta) (eV): -3.60 / -5.36
E (Eh): -13104.5623
Energy above the lowest of the compared OMol25 structures with the same formula, charge and spin (kcal/mol): 7.03
2S+1: 4
Frontier orbital gap (alpha / beta) (eV): 4.74 / 6.06
Total charge: -1
Largest force on an atom (eV/A): 3.3
Lowest unoccupied orbital energy (alpha / beta) (eV): 1.1 / 0.7

=====

# 3
Here is a 8-piece molecular cluster, C39H81F6O22 overall at a distorted geometry from the Open Molecules 2025 dataset. Energies are from ωB97M-V/def2-TZVPD.

Last column: Löwdin charge in e.
Element x y z (Å)
C1 2.0285 -4.2070 3.7866  -0.19
C2 7.6583 4.1862 5.8836  -0.64
H1 6.0715 -1.9566 1.5520  0.09
C3 -1.1998 3.3500 4.4773  -0.17
C4 5.9293 -1.8857 -3.2833  -0.09
C5 4.8970 -3.7651 4.1312  -0.24
H2 -2.4856 -5.9908 -8.4937  0.08
H3 -9.3506 -0.1643 2.3015  0.12
H4 4.9339 -1.7926 -2.8488  0.10
H5 -11.5877 -0.6092 1.9055  0.12
C6 -3.6206 5.5658 4.4655  -0.25
H6 -7.4663 1.1299 1.7712  0.08
H7 0.4480 2.7220 5.8430  0.12
H8 6.4242 -0.9153 -3.2449  0.08
H9 -3.8531 4.9338 3.6084  0.12
H10 -6.7754 -0.2001 0.7404  0.09
C7 -0.2669 -4.9955 1.0283  -0.11
H11 1.8733 -4.1944 4.8654  0.12
F1 7.2895 5.0861 6.8157  0.16
H12 0.3623 1.5444 -7.8028  0.12
C8 -5.6341 6.7839 4.0894  -0.10
H13 -0.6582 3.6357 3.5755  0.12
H14 -1.8925 3.9578 -8.1531  0.08
O1 -1.5118 4.4743 5.2807  -0.14
H15 5.0978 -8.0430 0.9873  0.10
O2 6.5933 -2.8945 -2.5059  -0.18
H16 -13.2784 -1.7358 0.9239  0.12
H17 5.2031 5.6597 2.8190  0.08
H18 0.3649 -4.0530 -8.0255  0.11
H19 8.4469 -8.1207 -0.0120  0.12
H20 -0.8846 -0.2913 -0.5799  0.07
C9 5.6758 5.0486 2.0501  -0.06
C10 -1.5928 -5.3655 -8.5004  -0.15
O3 -0.4218 0.1843 0.1137  0.06
O4 6.6824 -7.1398 0.0767  -0.16
H21 -0.0645 -3.7299 3.3474  0.12
H22 7.6379 -8.1878 -1.5226  0.12
O5 -1.3396 1.9986 6.4214  -0.19
O6 2.4486 4.5544 -3.7252  0.13
C11 0.2696 5.0358 -2.1722  -0.21
H23 9.5428 -4.4722 -2.7643  0.12
F2 2.8691 7.8384 -3.0995  0.13
H24 -14.9790 2.4110 1.9129  0.09
C12 -12.9878 -1.2134 0.0124  -0.15
O7 0.4495 -1.2328 -1.3123  -0.12
H25 6.4781 3.1283 1.7638  0.13
C13 5.9924 3.6586 2.5830  -0.22
C14 -14.8282 1.9087 0.9573  -0.10
C15 -1.5453 3.1196 -8.7572  -0.13
H26 -0.1949 1.3792 4.8834  0.13
H27 5.2922 -1.3438 3.0271  0.08
H28 8.3816 -2.6645 -3.6514  0.12
H29 -6.0708 7.7767 4.1973  0.09
C16 1.9807 5.7116 -3.5768  -0.34
H30 -6.2961 6.0839 4.5991  0.08
F3 3.7192 6.7284 -4.8839  0.17
C17 -0.4509 2.3154 5.3794  -0.20
O8 -13.8948 0.8334 1.1202  -0.21
H31 -1.4531 4.8940 -0.7733  0.08
C18 -0.2163 -2.2446 -7.1816  -0.15
C19 0.6421 -4.5394 3.1644  -0.17
C20 -0.6785 1.1097 7.3668  -0.09
C21 -0.4533 -3.3595 -8.2197  -0.18
O9 7.8634 -5.3685 -1.7661  -0.10
H32 6.0756 -9.0675 -0.0488  0.08
H33 -9.2122 -1.4697 1.1795  0.13
F4 7.8892 2.9999 6.4104  0.19
H34 -0.3633 -2.9536 -9.2272  0.13
H35 4.9318 4.9106 1.2656  0.08
C22 -13.7550 0.1195 -0.1118  -0.20
H36 9.5598 -6.6046 -1.6082  0.12
C23 -7.4516 0.6532 0.7911  -0.11
H37 0.0308 4.2036 -2.8344  0.13
C24 -9.5396 -0.4333 1.2622  -0.22
O10 1.6901 -0.6053 0.3700  -0.07
F5 1.7633 7.5292 -4.9657  0.19
O11 -8.7707 0.3593 0.3745  -0.17
H38 -0.7476 -2.4036 -6.2432  0.13
C25 6.5048 4.0076 4.8791  -0.32
H39 -2.0456 3.1163 -9.7256  0.08
O12 5.1847 -3.4577 2.7889  -0.17
O13 6.9274 3.8340 3.6116  0.02
H40 4.0401 -5.2676 5.2535  0.11
H41 0.9763 4.6597 -1.4325  0.14
O14 2.9728 -5.2249 3.4880  -0.12
C26 -0.6963 0.1130 -6.6635  -0.18
C27 2.6280 6.9802 -4.1486  -0.54
C28 -0.9979 5.5768 -1.4907  -0.05
H42 -1.8494 6.5699 5.2068  0.12
C29 -2.1218 5.6647 4.6642  -0.14
H43 -1.5972 -0.0614 -6.0753  0.13
H44 6.5521 5.5153 1.6000  0.08
H45 -1.7479 5.8073 -2.2473  0.07
F6 8.7522 4.5632 5.3674  0.23
H46 -13.4536 -1.8526 -0.7376  0.12
C30 0.6070 -0.5518 -0.2432  -0.92
C31 -0.5839 1.5298 -7.2619  -0.17
H47 8.9925 -5.7892 -0.2126  0.13
H48 5.7778 -3.7617 4.7733  0.13
O15 -4.2262 6.8022 4.3784  -0.18
H49 -2.1148 2.8467 4.1652  0.12
H50 -0.9578 6.5814 -1.0696  0.07
H51 -15.7822 1.5046 0.6187  0.08
H52 -0.4207 0.0977 7.0548  0.08
O16 5.3563 3.8045 5.3091  0.13
H53 -13.1689 0.8402 -0.6820  0.13
C32 8.6326 -4.2263 -2.2172  -0.18
C33 4.2248 -5.1059 4.1915  -0.19
O17 -1.7072 -4.0382 -8.0901  -0.17
H54 -1.2965 -5.5217 -9.5377  0.08
H55 -1.6703 5.8360 3.6870  0.12
H56 -4.0930 5.1196 5.3407  0.13
O18 -0.5808 -0.9329 -7.6514  -0.17
H57 -0.9366 -5.8144 -7.7548  0.09
H58 -7.0204 1.4619 0.2010  0.08
C34 5.8365 -2.1820 2.5922  -0.08
H59 8.9643 -3.5800 -1.4046  0.13
O19 -11.5380 -1.0713 -0.0151  -0.13
H60 -11.1839 0.7870 0.9778  0.13
H61 0.0459 -5.1569 -0.0033  0.09
H62 6.7417 -8.4827 1.5118  0.09
C35 6.1175 -8.2348 0.6533  -0.16
H63 0.8404 -2.0279 -7.0250  0.13
O20 -1.7193 1.9051 -8.0754  -0.19
H64 -0.6392 2.1735 -6.3840  0.12
H65 0.2042 1.6155 7.7581  0.08
C36 7.8414 -7.5170 -0.6880  -0.19
C37 8.6400 -6.3088 -1.1036  -0.23
H66 -14.4759 2.6292 0.2191  0.08
H67 -0.5014 3.2186 -9.0550  0.08
O21 0.9112 -4.6807 1.7482  -0.18
H68 -0.7313 -5.9186 1.3751  0.07
C38 7.7612 -3.4268 -3.1801  -0.20
H69 4.0866 -3.1011 4.4318  0.11
O22 0.8671 6.0363 -2.9424  0.03
H70 -1.2965 0.9621 8.2525  0.08
C39 -10.9910 -0.2831 1.0537  -0.20
H71 -5.7464 6.4051 3.0735  0.08
H72 2.3309 -3.2293 3.4114  0.13
H73 -0.9418 -4.1499 1.1604  0.09
H74 5.8811 -2.2338 -4.3151  0.08
H75 6.8032 -2.2365 3.0929  0.07
H76 5.1357 3.0531 2.8787  0.13
H77 4.9012 -5.9221 3.9377  0.12
H78 0.3005 -5.4772 3.6026  0.11
H79 -14.7242 0.0038 -0.5970  0.11
H80 7.4132 -4.1153 -3.9501  0.12
H81 0.0898 0.0107 -5.9153  0.12

Atoms 1-3, force components in eV/Å:
-0.9194 -0.3905 -0.1977
-2.4191 0.0655 0.1062
-0.6049 -0.5276 -0.1062

HOMO level (eV): -3.92
E (Eh): -3788.6974
Energy above the lowest of the compared OMol25 structures with the same formula, charge and spin (kcal/mol): 90.75
Frontier orbital gap (eV): 5.83
Total charge: -1
Largest force on an atom (eV/A): 6.8
Lowest unoccupied orbital energy (eV): 1.9